[1]
{
  "formula": "C48H68N11O7P",
  "method": "ωB97M-V/def2-TZVPD",
  "energy_ev": -90891.038,
  "smiles": "[H]/N=C/CC(=O)O[C@@](CCCN)(CCOC(=O)CC)P(=O)(O)O.c1cc[nH]c1.c1cc[nH]c1.c1cc[nH]c1.c1cc[nH]c1.c1cc[nH]c1.c1cc[nH]c1.c1cc[nH]c1.c1cc[nH]c1.c1cc[nH]c1",
  "homo_lumo_gap_ev": 8.3,
  "fmax_ev_per_a": 1.4,
  "species": ["C", "C", "C", "O", "O", "C", "C", "C", "C", "C", "C", "N", "O", "C", "O", "C", "C", "N", "P", "O", "O", "O", "H", "H", "H", "H", "H", "H", "H", "H", "H", "H", "H", "H", "H", "H", "H", "H", "H", "H", "H", "H", "H", "H", "H", "N", "C", "C", "C", "C", "H", "H", "H", "H", "H", "N", "C", "C", "C", "C", "H", "H", "H", "H", "H", "N", "C", "C", "C", "C", "H", "H", "H", "H", "H", "N", "C", "C", "C", "C", "H", "H", "H", "H", "H", "N", "C", "C", "C", "C", "H", "H", "H", "H", "H", "N", "C", "C", "C", "C", "H", "H", "H", "H", "H", "N", "C", "C", "C", "C", "H", "H", "H", "H", "H", "N", "C", "C", "C", "C", "H", "H", "H", "H", "H", "N", "C", "C", "C", "C", "H", "H", "H", "H", "H"],
  "coordinates": [[-5.31043, -0.07321, 1.14956], [-4.46063, -1.26652, 0.66966], [-3.98839, -1.15072, -0.75289], [-3.93041, -2.09910, -1.49942], [-3.67018, 0.08559, -1.20405], [-2.70276, 0.75549, -0.37152], [-1.64260, 1.46797, -1.21884], [-0.27433, 0.75874, -1.26955], [0.37761, 0.79304, 0.12493], [1.49453, -0.22452, 0.38006], [1.37023, -1.05092, 1.67314], [-0.00490, -1.23083, 2.15715], [0.61019, 1.33296, -2.24071], [0.54941, 2.67694, -2.50057], [-0.15839, 3.11159, -3.35583], [1.48688, 3.53141, -1.68746], [0.80606, 4.23927, -0.55479], [1.39436, 4.36390, 0.56248], [-0.49060, -0.92696, -1.98513], [0.73013, -1.47553, -2.60549], [-1.66263, -0.70013, -3.03752], [-1.06994, -1.83680, -0.81351], [-6.29536, -0.41670, 1.45938], [-4.86732, 0.42249, 2.01254], [-5.46757, 0.66280, 0.36545], [-3.60102, -1.42270, 1.32444], [-5.03841, -2.18729, 0.71360], [-2.24753, 0.04901, 0.32138], [-3.21898, 1.50022, 0.23865], [-2.01776, 1.60637, -2.23139], [-1.51726, 2.46725, -0.79182], [0.79036, 1.79984, 0.19390], [-0.38644, 0.74077, 0.89801], [2.44327, 0.30800, 0.45679], [1.61507, -0.90372, -0.46126], [1.78051, -2.03891, 1.45978], [2.00651, -0.63336, 2.46028], [-0.05060, -2.04093, 2.76161], [-0.24954, -0.44207, 2.74225], [2.33986, 2.96925, -1.31585], [1.86163, 4.29540, -2.37433], [-0.18695, 4.65981, -0.73039], [0.83088, 4.91470, 1.20868], [-2.01000, -1.54066, -3.37389], [-1.64787, -2.53868, -1.15152], [3.96780, -2.15599, 4.64932], [2.93392, -2.94902, 5.06339], [2.81083, -2.81096, 6.41891], [3.81794, -1.89913, 6.84125], [4.51348, -1.51210, 5.72748], [4.27196, -2.06430, 3.69759], [2.37477, -3.53893, 4.35736], [2.08239, -3.30478, 7.03921], [4.00656, -1.56456, 7.84711], [5.34295, -0.83592, 5.61219], [5.86711, -1.89468, 1.19509], [5.35982, -0.91962, 0.36960], [4.90459, -1.53107, -0.76741], [5.13829, -2.92713, -0.61953], [5.71669, -3.12534, 0.60095], [6.29075, -1.73177, 2.09108], [5.38874, 0.11842, 0.65416], [4.46937, -1.03416, -1.61820], [4.91856, -3.69932, -1.33820], [6.05853, -4.02555, 1.08370], [-7.40219, -1.15595, -2.12841], [-8.75394, -1.33933, -2.21735], [-9.33183, -0.11048, -2.39800], [-8.28273, 0.84995, -2.41773], [-7.10558, 0.17368, -2.24754], [-6.72489, -1.88670, -1.99760], [-9.18763, -2.32180, -2.14843], [-10.38713, 0.07710, -2.50474], [-8.37666, 1.91623, -2.53900], [-6.08533, 0.51671, -2.20891], [-9.72523, 4.45137, -1.83237], [-8.65675, 4.94731, -2.52772], [-8.17523, 6.02825, -1.83913], [-8.98644, 6.18900, -0.68208], [-9.93293, 5.20026, -0.70725], [-10.27383, 3.65785, -2.10665], [-8.33168, 4.49237, -3.44761], [-7.33685, 6.63742, -2.13184], [-8.88597, 6.94401, 0.07913], [-10.73066, 4.96703, -0.02375], [9.04490, -2.40468, 0.49191], [9.78393, -1.53176, -0.25694], [11.04140, -2.05713, -0.39582], [11.06123, -3.29759, 0.29845], [9.81492, -3.48257, 0.83594], [8.07973, -2.27963, 0.74394], [9.35256, -0.61922, -0.63085], [11.85591, -1.60533, -0.93608], [11.89365, -3.97431, 0.39133], [9.41344, -4.28720, 1.42851], [-0.38846, -4.03106, -4.17663], [-0.83046, -4.24612, -5.45240], [-1.29351, -5.53343, -5.52575], [-1.12318, -6.11780, -4.24106], [-0.56136, -5.16536, -3.43235], [0.01397, -3.17283, -3.83835], [-0.77779, -3.46914, -6.19546], [-1.70567, -6.00510, -6.40172], [-1.37855, -7.12204, -3.94766], [-0.26518, -5.19990, -2.39762], [7.77709, -5.34300, -2.08227], [7.19221, -5.62001, -3.28588], [6.72077, -6.90524, -3.23702], [7.03571, -7.42245, -1.95065], [7.68732, -6.43304, -1.26278], [8.20831, -4.47030, -1.83320], [7.15842, -4.88349, -4.06984], [6.20771, -7.41771, -4.03302], [6.81057, -8.40654, -1.57565], [8.09307, -6.41242, -0.26595], [-2.31207, 2.35754, 2.99254], [-2.75713, 3.56820, 3.44921], [-3.25615, 3.38349, 4.71023], [-3.10961, 2.00515, 5.02749], [-2.52518, 1.39999, 3.94863], [-1.89848, 2.19606, 2.09273], [-2.68525, 4.45219, 2.83920], [-3.68396, 4.14853, 5.33552], [-3.40364, 1.51633, 5.94049], [-2.24869, 0.37449, 3.77791], [-1.13043, 7.53611, 2.66161], [-1.73704, 7.55324, 1.43280], [-1.28314, 8.65349, 0.75719], [-0.36768, 9.32700, 1.61144], [-0.29632, 8.61464, 2.77763], [-1.27918, 6.84550, 3.37352], [-2.43807, 6.78736, 1.14706], [-1.57536, 8.94551, -0.23718], [0.17330, 10.23207, 1.39387], [0.27345, 8.78236, 3.67494]]
}



[2]
{
  "formula": "C2H5IS",
  "method": "ωB97M-V/def2-TZVPD",
  "energy_ev": -21087.781,
  "relative_energy_kcal_mol": 65.7,
  "homo_lumo_gap_ev": 7.9,
  "fmax_ev_per_a": 2.4,
  "species": ["C", "C", "S", "I", "H", "H", "H", "H", "H"],
  "coordinates": [[-1.40432, 0.81712, 0.22889], [2.28912, -1.24257, 0.49280], [1.16469, -2.12880, -0.32855], [2.91262, 0.63666, -0.08428], [-2.11198, 1.04880, 1.01008], [-0.41742, 1.39995, 0.17921], [-1.84560, 0.93531, -0.74808], [-1.04524, -0.21408, 0.26815], [0.45812, -1.25239, -1.01822]]
}